1.
# C24H29F15N2O9

A 5-piece molecular cluster, C24H29F15N2O9 overall in a non-equilibrium geometry (the ωB97M-V functional and the def2-TZVPD basis, the OMol25 dataset).

Last column: Löwdin charge in e.
CARTESIAN COORDINATES (ANGSTROEM)
N: 10.6506 0.3377 -2.5393  0.17
C: 10.0658 1.2978 -2.5141  -0.23
C: 9.2635 2.5436 -2.7650  -0.12
C: 8.7793 2.6010 -4.2578  -0.26
C: 8.3327 1.2385 -4.6787  -0.21
N: 8.1225 0.2194 -5.0999  0.20
C: 7.7347 3.7298 -4.4972  -0.12
C: 6.3114 3.2467 -4.7887  -0.22
O: 5.6642 2.7200 -3.6327  -0.11
C: 4.2788 2.9160 -3.6335  -0.10
C: 3.5050 1.6153 -3.3515  -0.64
F: 4.0514 0.9122 -2.3799  0.18
F: 2.2526 1.9309 -2.9850  0.12
F: 3.3825 0.8390 -4.4217  0.16
H: 9.9649 3.3720 -2.5749  0.13
H: 8.4150 2.6225 -2.0715  0.13
H: 9.6801 2.8717 -4.8311  0.15
H: 8.0816 4.3242 -5.3576  0.12
H: 7.6649 4.4176 -3.6355  0.13
H: 6.2546 2.4908 -5.5972  0.13
H: 5.7519 4.1216 -5.1798  0.13
H: 3.8623 3.3239 -4.5679  0.14
H: 4.0016 3.5975 -2.8064  0.15
C: 11.2145 -2.0620 1.4012  -0.06
C: 10.1243 -1.0767 1.0367  -0.20
O: 9.0535 -1.1134 1.9997  0.03
C: 9.2559 -0.4314 3.1242  -0.40
O: 10.2411 0.1928 3.3901  0.17
C: 8.0179 -0.5247 4.0224  -0.53
F: 7.5508 -1.7805 4.1049  0.16
F: 7.0189 0.2412 3.5473  0.16
F: 8.2756 -0.1155 5.2669  0.17
H: 10.7990 -3.0642 1.5190  0.08
H: 11.9814 -2.0859 0.6271  0.08
H: 11.6863 -1.7968 2.3479  0.08
H: 9.6859 -1.3506 0.0785  0.12
H: 10.5142 -0.0637 0.9354  0.12
C: -1.2403 -0.4194 -2.2056  -0.05
C: -0.8608 1.0111 -1.8855  -0.20
O: -2.0326 1.8103 -1.6319  0.04
C: -2.5579 1.7060 -0.4160  -0.40
O: -2.1415 1.0092 0.4641  0.16
C: -3.7616 2.6446 -0.2827  -0.53
F: -4.5796 2.5722 -1.3437  0.17
F: -3.3707 3.9260 -0.1771  0.17
F: -4.4954 2.3628 0.8005  0.15
H: -1.9488 -0.4498 -3.0351  0.09
H: -0.3564 -0.9980 -2.4745  0.08
H: -1.7225 -0.9005 -1.3541  0.08
H: -0.3621 1.4601 -2.7424  0.12
H: -0.1696 1.0663 -1.0442  0.13
C: -5.3170 -0.3493 1.4526  -0.05
C: -4.8341 -0.7279 2.8357  -0.18
O: -5.9002 -1.2986 3.6188  0.03
C: -6.1682 -2.5817 3.3923  -0.39
O: -5.6057 -3.2808 2.6019  0.17
C: -7.2856 -3.0541 4.3278  -0.53
F: -8.3072 -2.1816 4.3773  0.15
F: -6.8369 -3.2077 5.5851  0.17
F: -7.7944 -4.2313 3.9486  0.16
H: -6.1803 0.3147 1.5168  0.09
H: -4.5292 0.1491 0.9013  0.05
H: -5.6306 -1.2293 0.8889  0.08
H: -4.5061 0.1630 3.3692  0.13
H: -3.9842 -1.4095 2.7932  0.13
C: -11.2963 -2.7331 3.6215  -0.06
C: -11.9982 -3.6632 2.6549  -0.19
O: -13.2702 -3.1255 2.2484  0.03
C: -13.2338 -2.2024 1.2894  -0.39
O: -12.2440 -1.7942 0.7568  0.17
C: -14.6576 -1.7629 0.9322  -0.53
F: -15.3998 -1.5280 2.0265  0.16
F: -15.2899 -2.7110 0.2185  0.16
F: -14.6633 -0.6449 0.2025  0.17
H: -11.9407 -2.5114 4.4741  0.09
H: -10.3759 -3.1836 3.9840  0.06
H: -11.0522 -1.7816 3.1481  0.08
H: -12.2106 -4.6129 3.1437  0.13
H: -11.3794 -3.8800 1.7836  0.13

Computed properties:
HOMO energy: -0.410 Eh
LUMO level: 0.0056 Eh
SMILES: N#CC[C@@H](C#N)CCOCC(F)(F)F.CCOC(=O)C(F)(F)F.CCOC(=O)C(F)(F)F.CCOC(=O)C(F)(F)F.CCOC(=O)C(F)(F)F
HOMO-LUMO gap: 11.315 eV

2.
# C24H29F3NO8S3

A 2-piece molecular cluster, C24H29F3NO8S3 overall in a non-equilibrium geometry (the ωB97M-V functional and the def2-TZVPD basis, the OMol25 dataset).

Last column: natural (NBO) charge in e.
CARTESIAN COORDINATES (ANGSTROEM)
C: -2.3615 -3.0787 0.9337  -0.60
C: -1.1987 -2.1541 0.5837  -0.41
C: -1.3313 -1.3878 -0.7314  -0.39
C: -0.2590 -0.2848 -0.8680  -0.41
C: -0.0988 0.6193 0.2939  -0.48
C: 1.2250 1.1179 0.6313  0.75
O: 1.5121 1.9868 1.4366  -0.69
O: 2.1664 0.4842 -0.1317  -0.56
C: 3.4987 0.9635 0.1034  -0.06
C: 4.4387 0.3365 -0.8981  -0.62
C: -1.2366 1.4254 0.6652  0.76
O: -1.3930 2.1404 1.6515  -0.72
O: -2.2248 1.3084 -0.2611  -0.55
C: -3.2898 2.2323 -0.0024  -0.07
C: -4.3031 2.0948 -1.1080  -0.62
H: -2.1707 -3.5373 1.9098  0.20
H: -3.2976 -2.5147 1.0066  0.20
H: -2.4845 -3.8780 0.1951  0.19
H: -1.0654 -1.4219 1.3917  0.21
H: -0.2684 -2.7351 0.5342  0.18
H: -1.1732 -2.0711 -1.5839  0.18
H: -2.3371 -0.9515 -0.8286  0.20
H: 0.7255 -0.7532 -1.0002  0.22
H: -0.4772 0.3292 -1.7595  0.18
H: 3.5069 2.0583 -0.0104  0.18
H: 3.7936 0.6862 1.1291  0.17
H: 5.4440 0.7000 -0.6742  0.20
H: 4.4391 -0.7558 -0.8169  0.20
H: 4.1852 0.6302 -1.9229  0.20
H: -3.7527 2.0030 0.9725  0.18
H: -2.8702 3.2508 0.0027  0.18
H: -5.0948 2.8212 -0.9218  0.20
H: -3.8650 2.3021 -2.0908  0.20
H: -4.7574 1.0993 -1.1283  0.20
F: 2.4144 1.7040 6.4121  -0.31
C: 1.6886 0.9163 7.2421  0.83
F: 2.4305 0.6604 8.3506  -0.33
F: 0.5837 1.6053 7.6411  -0.32
S: 1.2283 -0.6016 6.3029  0.49
N: 0.4113 -1.3372 7.6222  -1.10
S: 1.2356 -2.4113 8.8104  2.27
C: 1.2416 -1.5093 10.3645  -0.24
C: 2.4852 -1.3784 10.9830  -0.21
C: 2.5731 -0.7394 12.2210  -0.22
C: 1.4223 -0.2630 12.8574  -0.19
C: 0.1740 -0.4879 12.2677  -0.20
C: 0.0770 -1.1410 11.0354  -0.21
O: 0.3161 -3.5131 8.9254  -0.90
O: 2.5786 -2.5704 8.3356  -0.90
S: -1.2561 -1.7084 7.3696  2.31
C: -1.7340 -0.2633 6.4529  -0.40
C: -2.5316 0.6750 7.0957  -0.18
C: -2.8777 1.8389 6.4102  -0.23
C: -2.4215 2.0436 5.1094  -0.16
C: -1.6676 1.0606 4.4786  -0.23
C: -1.3933 -0.1410 5.1059  -0.11
O: -1.3871 -2.8575 6.5149  -0.89
O: -1.8860 -1.6167 8.6595  -0.94
H: 3.3634 -1.7731 10.4829  0.25
H: 3.5532 -0.6193 12.6829  0.22
H: 1.4950 0.2618 13.8165  0.22
H: -0.7352 -0.1590 12.7733  0.22
H: -0.8920 -1.3492 10.5948  0.27
H: -2.7877 0.5011 8.1392  0.24
H: -3.4670 2.5914 6.9270  0.21
H: -2.6410 2.9647 4.5681  0.23
H: -1.2520 1.2251 3.4887  0.29
H: -0.8668 -0.9350 4.5775  0.23

Computed properties:
HOMO energy: -0.123 Eh
Net charge: -1
LUMO level: 0.0657 Eh
HOMO-LUMO gap: 5.122 eV
Energy above the lowest of the compared OMol25 structures with the same formula, charge and spin: 0.0 kJ/mol

3.
# C24H29I2N3PPtS

C24H29I2N3PPtS as an isolated structure (the ωB97M-V functional and the def2-TZVPD basis, the OMol25 dataset).

Last column: natural (NBO) charge in e.
CARTESIAN COORDINATES (ANGSTROEM)
Pt: -1.7075 -0.1258 1.8639  0.49
I: -4.0415 -0.1254 3.1401  0.32
C: -4.4422 -2.2270 3.1675  -0.73
I: -4.0045 -3.1980 1.3505  0.21
H: -5.4946 -2.3381 3.3988  0.24
H: -3.8193 -2.6394 3.9510  0.24
C: 1.4759 2.9916 2.2711  -0.41
N: 0.0240 2.8359 2.2765  -0.41
C: -0.5171 2.4278 3.5671  -0.41
C: -0.6934 2.8131 1.1508  0.39
S: -2.1626 1.9036 0.9783  -0.06
N: -0.3288 3.5901 0.1245  -0.40
C: -0.7944 3.3541 -1.2398  -0.41
C: 0.3580 4.8640 0.3137  -0.41
H: 1.9086 2.1147 2.7555  0.23
H: 1.7810 3.8854 2.8169  0.21
H: 1.8448 3.0420 1.2526  0.22
H: -0.0568 3.0553 4.3308  0.22
H: -0.2911 1.3806 3.7740  0.22
H: -1.5925 2.5761 3.5861  0.23
H: -0.9249 2.2903 -1.4141  0.23
H: -0.0300 3.7244 -1.9210  0.22
H: -1.7328 3.8758 -1.4352  0.21
H: 0.3636 5.1375 1.3644  0.22
H: -0.1854 5.6276 -0.2432  0.22
H: 1.3828 4.8276 -0.0598  0.21
N: 0.0626 -0.5383 1.3222  -1.29
P: 0.3341 -1.1367 -0.1413  1.75
C: 1.6057 -2.3999 -0.0056  -0.34
C: 1.7950 -3.0422 1.2148  -0.20
C: 2.7441 -4.0480 1.3228  -0.20
C: 3.5009 -4.4112 0.2177  -0.18
C: 3.3157 -3.7676 -0.9993  -0.21
C: 2.3713 -2.7599 -1.1118  -0.20
C: 1.0080 0.1159 -1.2604  -0.44
C: 1.9298 1.0053 -0.7081  -0.19
C: 2.5447 1.9594 -1.5032  -0.22
C: 2.2413 2.0316 -2.8580  -0.19
C: 1.3301 1.1461 -3.4146  -0.23
C: 0.7171 0.1851 -2.6206  -0.13
C: -1.0480 -1.8991 -1.0356  -0.42
C: -2.1019 -1.1004 -1.4890  -0.21
C: -3.1872 -1.6691 -2.1286  -0.15
C: -3.2397 -3.0478 -2.3141  -0.21
C: -2.2056 -3.8484 -1.8577  -0.22
C: -1.1082 -3.2757 -1.2214  -0.18
H: 1.2042 -2.7433 2.0710  0.24
H: 2.8948 -4.5464 2.2711  0.22
H: 4.2411 -5.1955 0.3052  0.23
H: 3.9097 -4.0465 -1.8592  0.23
H: 2.2344 -2.2552 -2.0609  0.22
H: 2.1673 0.9251 0.3456  0.23
H: 3.2766 2.6339 -1.0754  0.22
H: 2.7268 2.7702 -3.4828  0.23
H: 1.1018 1.1959 -4.4710  0.23
H: 0.0170 -0.5100 -3.0661  0.22
H: -2.0746 -0.0270 -1.3346  0.22
H: -3.9961 -1.0422 -2.4800  0.22
H: -4.0885 -3.4941 -2.8157  0.23
H: -2.2425 -4.9202 -2.0025  0.23
H: -0.3014 -3.9079 -0.8739  0.23

Computed properties:
HOMO energy: -0.389 Eh
Net charge: +1
LUMO level: -0.1217 Eh
HOMO-LUMO gap: 7.276 eV
Energy above the lowest of the compared OMol25 structures with the same formula, charge and spin: 23.5 kJ/mol

4.
# C24H29LiN4S5Si

C24H29LiN4S5Si as an isolated structure (the ωB97M-V functional and the def2-TZVPD basis, the OMol25 dataset).

Last column: natural (NBO) charge in e.
CARTESIAN COORDINATES (ANGSTROEM)
Li: -0.7353 -0.1051 0.9756  0.77
S: -0.9058 -0.5925 4.7092  -0.71
S: 0.7257 0.6328 4.4433  -0.15
S: 1.3711 0.5936 2.4309  -0.21
S: 3.1732 -0.3572 2.2364  -0.70
C: 1.4080 -4.0108 4.0092  -0.61
C: 1.0035 -2.7834 3.1953  -0.28
N: -0.3831 -2.8442 2.7296  -0.64
C: -0.8534 -2.9818 1.4793  0.34
S: -2.4515 -2.4687 1.1259  -0.43
N: -0.1049 -3.4605 0.4621  -0.61
C: 1.1446 -4.2135 0.4160  -0.21
C: 2.2750 -3.4505 -0.2611  -0.63
H: 2.4574 -3.9285 4.3080  0.21
H: 1.2798 -4.9388 3.4440  0.18
H: 0.7980 -4.0867 4.9126  0.21
H: 1.6839 -2.5860 2.3765  0.23
H: 1.0617 -1.8941 3.8225  0.26
H: -0.9963 -2.2655 3.2924  0.45
H: -0.5855 -3.3468 -0.4148  0.41
H: 0.9391 -5.1355 -0.1346  0.17
H: 1.4181 -4.5137 1.4180  0.20
H: 2.0041 -3.1878 -1.2891  0.22
H: 3.1787 -4.0700 -0.2919  0.19
H: 2.5025 -2.5221 0.2730  0.26
C: -0.0043 4.6947 -2.3265  -0.26
C: 0.6536 4.0831 -1.2650  -0.22
C: 0.5785 2.7035 -1.0981  -0.23
C: -0.1279 1.8808 -1.9927  -0.39
C: -0.7752 2.5276 -3.0551  -0.17
C: -0.7235 3.9091 -3.2202  -0.25
Si: -0.2971 -0.0112 -1.6272  0.38
C: 1.3644 -0.7054 -2.3337  -0.38
C: 1.3730 -1.7234 -3.2990  -0.25
C: 2.5530 -2.3165 -3.7418  -0.24
C: 3.7763 -1.9040 -3.2266  -0.26
C: 3.7983 -0.9011 -2.2623  -0.23
C: 2.6141 -0.3204 -1.8235  -0.15
H: 0.0369 5.7714 -2.4496  0.19
H: 1.2134 4.6827 -0.5544  0.20
H: 1.0535 2.2569 -0.2268  0.22
H: -1.3363 1.9282 -3.7674  0.19
H: -1.2570 4.3758 -4.0422  0.19
H: -1.1601 -0.3964 -2.8245  -0.23
H: 0.4253 -2.0567 -3.7168  0.20
H: 2.5175 -3.1028 -4.4901  0.19
H: 4.6991 -2.3637 -3.5629  0.19
H: 4.7415 -0.5887 -1.8279  0.20
H: 2.6632 0.4234 -1.0328  0.21
N: -2.3527 3.5138 2.3572  -0.54
C: -1.6309 2.3549 2.4005  0.25
N: -1.8914 1.5724 1.3925  -0.55
C: -2.8518 2.2397 0.6355  0.16
C: -3.4991 1.8512 -0.5325  -0.19
C: -4.4282 2.7203 -1.0766  -0.24
C: -4.7156 3.9556 -0.4748  -0.23
C: -4.0832 4.3516 0.6920  -0.26
C: -3.1534 3.4695 1.2295  0.09
H: -2.3026 4.2502 3.0342  0.41
H: -0.9365 2.1229 3.2073  0.25
H: -3.2598 0.8990 -0.9944  0.25
H: -4.9360 2.4490 -1.9954  0.20
H: -5.4441 4.6147 -0.9328  0.20
H: -4.3037 5.3059 1.1567  0.20

Computed properties:
HOMO energy: -0.027 Eh
Net charge: -2
LUMO level: 0.1573 Eh
HOMO-LUMO gap: 5.010 eV
Energy above the lowest of the compared OMol25 structures with the same formula, charge and spin: 0.0 kJ/mol

Among the records above, which one has the lowest LUMO level? C24H29I2N3PPtS

Look up the LUMO level of the third one. -0.1217 Eh

Number 1 is which compound? C24H29F15N2O9

Which formula does entry 1 have? C24H29F15N2O9